Below is C4H9N3 as an isolated structure in a non-equilibrium geometry, with properties calculated with wB97M-V/def2-TZVPD.

The geometry in ORCA input format:
```
! RIJCOSX wB97M-V def2-TZVPD def2/J DEFGRID3
* xyz 0 1
C 0.573 -1.386 0.474
C 0.203 1.953 -0.672
C -0.435 -0.350 0.206
C -0.144 0.525 -1.000
N 0.597 -1.841 1.739
N -1.157 0.022 1.260
N -0.190 0.006 -2.155
H -1.864 0.710 1.026
H 0.058 0.672 -2.888
H 0.790 -2.811 1.939
H -0.069 -1.323 2.330
H 1.400 -1.558 -0.204
H -0.632 -1.563 -0.335
H 0.422 2.524 -1.574
H 1.067 1.982 -0.005
H -0.619 2.436 -0.141
*
```

The calculation puts the energy relative to the best compared isomer or geometry (same formula, charge and spin) at 70.81 kcal/mol. The LUMO energy is 0.900 eV.